No. 1
Below is 2 unconnected molecules or ions with the total composition C7H7N3O3S at a distorted geometry, with properties calculated with the ωB97M-V functional and the def2-TZVPD basis.

The value obtained for the relative energy (zero: lowest compared OMol25 entry of this formula, charge and spin) is 299.1 kJ/mol. The HOMO energy (alpha / beta) is -0.3103 / -0.3103 Ha. The orbital gap (alpha / beta) is 7.035 / 7.037 eV.

```
! RIJCOSX wB97M-V def2-TZVPD def2/J DEFGRID3
* xyz 0 1
C 3.137 0.345 0.217
C 2.303 1.078 -0.582
C 2.565 -0.566 1.072
C 0.916 0.838 -0.705
C 1.240 -0.799 0.996
C 0.414 -0.248 0.020
C -1.954 1.346 0.173
N -3.261 0.328 -1.512
N -0.882 -0.592 -0.220
N -1.427 -1.697 0.241
O -0.793 -2.683 0.539
O -2.650 -1.624 0.293
O -3.025 1.305 -0.456
S -1.265 2.030 1.363
H 4.140 0.421 0.354
H 2.795 1.989 -1.153
H 3.281 -0.966 1.726
H 0.384 1.427 -1.390
H 0.833 -1.438 1.639
H -4.205 -0.022 -1.326
H -2.545 -0.473 -1.290
*
```


No. 2
Below is a molecular structure, C7H7N4STcTe, with properties calculated with the ωB97M-V functional and the def2-TZVPD basis.

The value obtained for the relative energy (zero: lowest compared OMol25 entry of this formula, charge and spin) is 0.0 kJ/mol. The HOMO energy (alpha / beta) is -0.4343 / -0.4369 Ha. The orbital gap (alpha / beta) is 6.475 / 6.714 eV. Its expectation value of S² is 1.19.

```
! RIJCOSX wB97M-V def2-TZVPD def2/J DEFGRID3
* xyz 1 2
Tc 0.884 1.351 -0.843
N 4.461 0.309 1.382
C 3.263 0.396 0.815
S 3.136 1.279 -0.729
N 2.240 -0.175 1.389
N 1.094 0.007 0.673
C 0.099 -0.755 0.953
C -1.099 -0.618 0.140
C -2.241 -1.365 0.346
C -3.337 -1.156 -0.475
C -3.256 -0.210 -1.481
C -2.076 0.495 -1.642
N -1.015 0.294 -0.852
H 5.259 0.753 0.959
H 4.578 -0.212 2.235
H 0.177 -1.493 1.742
H -2.269 -2.096 1.143
H -4.245 -1.727 -0.331
H -4.088 -0.014 -2.142
H -1.967 1.238 -2.419
Te 0.402 3.699 -0.862
*
```


Number 1: molar mass 213.22 g mol⁻¹. Number 2: molar mass 404.83 g mol⁻¹.